{"formula": "C29H35BrClF25O5", "method": "ωB97M-V/def2-TZVPD", "symbols": ["C", "C", "C", "C", "C", "C", "O", "C", "O", "C", "C", "C", "F", "C", "Cl", "C", "C", "C", "Br", "H", "H", "H", "H", "H", "H", "H", "H", "H", "H", "H", "H", "H", "H", "H", "H", "H", "H", "H", "H", "H", "H", "H", "F", "C", "F", "C", "F", "F", "C", "O", "C", "F", "F", "C", "F", "F", "H", "H", "H", "H", "F", "C", "F", "C", "F", "F", "C", "O", "C", "F", "F", "C", "F", "F", "H", "H", "H", "H", "F", "C", "F", "C", "F", "F", "C", "O", "C", "F", "F", "C", "F", "F", "H", "H", "H", "H"], "coordinates": [[-2.4839, -0.7372, 5.1488], [-2.5928, -0.7879, 3.5114], [-1.4295, -1.6806, 2.7702], [0.0809, -0.9664, 2.8501], [0.9479, -1.3830, 1.5222], [0.7276, -1.4359, 4.2810], [0.8003, -0.3196, 5.2812], [1.1969, -0.9973, 6.5406], [0.6832, -0.8275, 7.7618], [2.4148, -2.0130, 6.0169], [2.1693, -3.4181, 6.8253], [3.4886, -4.3877, 6.9484], [0.9796, -4.1599, 6.2647], [3.7345, -1.2624, 6.6668], [3.5077, 0.5781, 6.9004], [5.1116, -1.4601, 5.7845], [6.2589, -0.5000, 6.5279], [2.2601, -2.0134, 4.3520], [2.7344, -3.7470, 3.4755], [-2.1329, -1.7388, 5.6509], [-1.7733, 0.1786, 5.4298], [-3.5367, -0.4752, 5.5933], [-3.6290, -1.3259, 3.2677], [-2.6038, 0.2917, 3.0535], [-1.6725, -1.9224, 1.6283], [-1.3899, -2.7388, 3.3171], [-0.1323, 0.1937, 2.7651], [2.1051, -1.1912, 1.6065], [0.5239, -0.9117, 0.5210], [0.8213, -2.5635, 1.4019], [0.0625, -2.2054, 4.8632], [1.8509, -3.1543, 7.9446], [4.4430, -3.8665, 7.3807], [3.8054, -4.9164, 5.9506], [3.2234, -5.2696, 7.7080], [3.8941, -1.7066, 7.7633], [4.9988, -1.0598, 4.6683], [5.4700, -2.5792, 5.8164], [6.2441, 0.6041, 6.1289], [7.3177, -0.9749, 6.3334], [6.0678, -0.5348, 7.6864], [2.9285, -1.1265, 3.9803], [1.0527, 3.0425, -0.8360], [0.6455, 3.0433, 0.4513], [1.4373, 2.1495, 1.1014], [-0.8265, 2.6712, 0.6086], [-1.0570, 1.3823, 0.2432], [-1.1351, 2.7346, 1.9437], [-1.8160, 3.5862, -0.1270], [-2.2481, 3.1515, -1.4210], [-1.3490, 3.4368, -2.4928], [-0.4371, 4.3448, -2.0691], [-2.0888, 4.0702, -3.4408], [-0.7105, 2.1769, -3.0924], [-0.0908, 1.4173, -2.1540], [0.2369, 2.5004, -4.0134], [0.8491, 4.0311, 0.8750], [-2.7343, 3.5951, 0.4730], [-1.4881, 4.6336, -0.1383], [-1.4651, 1.5523, -3.5842], [-4.7893, -0.6083, -4.1668], [-5.5817, -0.4910, -5.2537], [-4.7867, -0.7261, -6.3313], [-6.2418, 0.8811, -5.3620], [-5.3242, 1.8604, -5.5779], [-7.0413, 0.8754, -6.4767], [-7.1287, 1.2773, -4.1729], [-6.5174, 2.0844, -3.1604], [-5.7324, 1.3727, -2.2034], [-6.0182, 0.0518, -2.2985], [-6.1883, 1.7629, -0.9839], [-4.2319, 1.6738, -2.3145], [-3.7540, 1.4538, -3.5654], [-3.5107, 0.8768, -1.4807], [-6.3315, -1.2868, -5.2192], [-7.9245, 1.9140, -4.5787], [-7.6599, 0.4185, -3.7428], [-4.0223, 2.7178, -2.0545], [3.6050, -1.4950, -6.9536], [3.9305, -0.8751, -8.1080], [5.2761, -1.0117, -8.2469], [3.5358, 0.5994, -8.1219], [4.2466, 1.3147, -7.2103], [3.8833, 1.1154, -9.3445], [2.0392, 0.8791, -7.9232], [1.6170, 1.1817, -6.5888], [1.4114, 0.0507, -5.7421], [1.3570, -1.0654, -6.5082], [0.1666, 0.2000, -5.2173], [2.4414, -0.0463, -4.6090], [3.7175, -0.0359, -5.0709], [2.2934, -1.2051, -3.9120], [3.4587, -1.4165, -8.9332], [1.8172, 1.7929, -8.4880], [1.4052, 0.1121, -8.3863], [2.3320, 0.7895, -3.9084]], "atomic_forces_ev_per_a": [[0.038, 1.224, -0.165], [-0.546, -1.107, -0.251], [0.338, -0.341, 0.147], [-1.045, -0.013, -0.521], [-0.130, -1.453, -0.019], [0.062, -0.865, 0.609], [0.164, -1.870, 2.239], [-2.152, 0.693, 2.810], [3.442, -0.981, -8.437], [-1.074, 0.425, 1.524], [0.409, -0.283, 0.920], [-0.380, -1.418, 0.143], [2.749, 1.617, 0.934], [1.001, -1.537, -0.273], [-0.125, -1.485, -0.344], [0.453, 1.245, 0.735], [0.282, -0.922, -0.161], [-0.392, 2.398, 2.049], [-0.466, 1.478, 0.633], [-0.541, 1.974, -1.138], [-1.370, -2.321, -0.348], [1.965, -0.537, -0.891], [2.189, 1.282, 0.320], [-0.041, -2.040, 0.954], [0.341, 0.816, 2.465], [0.009, 2.198, -1.190], [0.744, -2.277, 0.730], [-2.354, -0.131, -0.118], [0.835, -0.724, 2.355], [0.377, 2.506, 0.167], [1.026, 1.078, -1.855], [0.549, -0.347, -2.633], [-2.078, -0.649, -0.783], [-0.815, 1.279, 1.821], [0.473, 2.003, -1.636], [-0.356, 1.146, -2.457], [0.031, -1.141, 2.470], [-0.914, 2.227, -0.207], [-0.052, -2.328, 0.905], [-2.040, 1.042, 0.317], [0.438, 0.256, -2.271], [-1.042, -2.048, 0.392], [0.170, -0.031, 0.551], [1.059, -0.047, 0.365], [-0.400, -0.020, 0.094], [-0.748, -0.756, -0.214], [0.279, 0.361, 0.121], [0.371, 0.357, -0.308], [-0.957, 0.501, 0.312], [2.403, 0.533, -0.528], [-0.895, 1.285, 1.114], [-0.352, -0.230, -0.823], [0.349, -0.683, 0.166], [0.272, -1.082, -0.555], [-0.460, 0.164, -0.345], [-0.305, 0.608, 0.375], [-0.207, 0.020, 0.026], [0.206, -0.282, -0.107], [0.181, -0.380, -0.057], [0.002, 0.303, 0.137], [-0.114, -0.207, -0.531], [0.481, -0.852, -0.474], [-0.248, 0.288, -0.038], [0.128, 1.047, -0.019], [-0.121, -0.440, 0.028], [0.098, -0.467, 0.373], [-0.985, 0.497, 0.178], [1.314, -1.291, 0.464], [-2.000, -0.067, -0.556], [0.288, 0.463, 0.705], [0.661, 0.074, -0.431], [0.377, 0.315, 0.171], [-0.146, 0.334, 0.294], [-0.691, -0.037, -0.094], [-0.143, 0.153, 0.019], [0.378, 0.003, -0.037], [0.392, 0.064, -0.150], [-0.569, -0.401, -0.117], [0.340, -0.014, -0.504], [0.711, -0.789, -0.214], [-0.146, 0.341, -0.103], [0.065, 0.941, 0.522], [-0.095, -0.386, -0.268], [-0.203, -0.553, 0.086], [-0.784, 0.669, -0.407], [0.521, -1.699, 0.727], [-0.895, 0.785, -1.804], [-0.352, 0.173, 0.849], [0.666, -0.214, 0.146], [0.756, 0.039, 0.866], [-0.581, 0.290, 0.250], [-0.375, 0.202, -0.387], [-0.112, 0.175, -0.038], [0.267, -0.088, 0.256], [0.362, -0.006, 0.217], [-0.213, -0.034, -0.244]], "total_charge": 0, "mol_weight_g_mol": 1053.90, "smiles": "CCC[C@H](C)[C@@H]1OC(=O)[C@]([C@H](C)F)([C@H](Cl)CC)[C@H]1Br.FC(F)C(F)(F)COC(F)(F)C(F)F.FC(F)C(F)(F)COC(F)(F)C(F)F.FC(F)C(F)(F)COC(F)(F)C(F)F", "max_force_ev_per_a": 9.16, "lumo_energy_ha": 0.01630, "homo_energy_ev": -10.1089, "spin_multiplicity": 1}